The following is a DFT calculation (wB97M-V/def2-TZVPD) of a cluster of 6 separate species, C5H21Br4N3O3 in total.

Last column: Mulliken spin population.
Element x y z (Å)
N1 -0.9571 -1.5595 -2.6501  0.00
H1 -0.5258 -2.4690 -2.7327  0.00
H2 -1.9603 -1.6723 -2.6824  0.00
H3 -0.6787 -0.9596 -3.4135  0.00
H4 -0.6554 -1.1923 -1.7588  0.00
N2 0.1258 1.3293 3.5450  0.00
H5 0.1802 2.3379 3.5403  0.00
H6 -0.8201 1.0662 3.3079  0.00
H7 0.5827 0.8446 4.3042  0.00
H8 0.5900 1.0571 2.6903  0.00
N3 0.4274 -3.1313 0.7274  0.00
H9 0.4436 -2.3125 0.1363  0.00
H10 0.8682 -3.7969 0.1086  0.00
H11 -0.5583 -3.3233 0.8344  0.00
H12 0.9618 -3.0199 1.5772  0.00
O1 -0.2018 1.4841 0.8001  0.00
C1 0.3897 0.2876 0.5531  0.00
O2 -0.0066 -0.4648 -0.3851  0.00
O3 1.2871 -0.1280 1.3046  0.00
H13 -0.8339 1.6266 0.0918  0.00
Br1 -1.8799 2.6724 -1.4050  0.00
C2 -3.2690 3.6048 -0.2723  0.00
C3 -4.6633 3.3516 -0.8044  0.00
Br2 -4.7118 4.3247 -2.5570  0.00
H14 -2.9677 4.6484 -0.3625  0.00
H15 -3.2445 3.2793 0.7677  0.00
H16 -5.4486 3.7347 -0.1529  0.00
H17 -4.7501 2.2914 -1.0425  0.00
Br3 4.9373 -0.9630 -2.4228  0.48
C4 3.5015 -1.5491 -1.0988  -0.04
C5 4.2012 -2.0681 0.1673  -0.02
Br4 5.5607 -0.8596 0.9207  0.56
H18 3.0330 -2.4215 -1.5543  0.00
H19 2.8117 -0.7239 -0.9218  0.01
H20 4.7023 -2.9858 -0.1407  0.00
H21 3.5286 -2.3405 0.9806  0.01

gap between HOMO and LUMO (alpha / beta): 6.60 / 1.80 eV
charge: +3
expectation value of S²: 0.758
highest occupied orbital energy (alpha / beta): -15.94 / -15.94 eV
2S+1: 2
LUMO (alpha / beta): -9.3 / -14.1 eV